# C34H106N6O16

A 16-piece molecular cluster, C34H106N6O16 overall at a distorted geometry (ωB97M-V/def2-TZVPD, the OMol25 dataset).

```
! RIJCOSX wB97M-V def2-TZVPD def2/J DEFGRID3
* xyz 0 1
C 1.76404 5.62238 9.12939
O 0.58891 6.02611 8.49790
H 2.57943 5.94619 8.48257
H 1.89819 5.96672 10.15483
H 1.86054 4.53928 9.20489
H 0.72647 6.46161 7.65349
C -0.46825 -3.72528 9.91757
O -0.56778 -4.83482 9.03295
H 0.59986 -3.60072 10.09575
H -0.79736 -2.77604 9.49480
H -1.07095 -4.03706 10.77058
H -1.49250 -5.03208 8.86683
C -1.90055 4.67809 12.38952
O -0.59674 5.23136 12.10443
H -2.62694 5.37533 12.80702
H -2.33562 4.40127 11.42921
H -1.77418 3.75922 12.96208
H -0.75415 5.79808 11.34573
C 0.49556 0.86813 15.33078
O -0.45647 1.73683 14.78207
H 1.14609 1.34067 16.06673
H 0.11753 0.12419 16.03203
H 1.05817 0.36959 14.54145
H 0.02744 2.30729 14.18039
C -0.44284 4.76252 16.34856
O -0.75115 3.48870 16.85172
H 0.26965 5.31582 16.96038
H 0.03883 4.65716 15.37645
H -1.36888 5.33441 16.28969
H -0.73076 2.87700 16.11213
C 6.97089 3.30033 12.63543
O 7.72858 4.50261 12.83827
H 7.52686 2.45758 12.22463
H 6.51114 3.05027 13.59156
H 6.32999 3.52609 11.78314
H 8.43598 4.23358 13.42887
C 5.21550 4.06951 7.98746
O 5.35815 3.00543 8.94798
H 5.75224 4.97922 8.25660
H 5.55118 3.77092 6.99435
H 4.16405 4.34909 8.05361
H 4.67115 2.35059 8.80377
C -2.35661 -0.44828 13.15105
O -1.84576 -1.59309 12.47193
H -1.45019 0.06690 13.46898
H -3.00486 0.22091 12.58530
H -2.83218 -0.71294 14.09544
H -2.55892 -2.11786 12.10095
C 1.86104 7.18269 13.71734
O 2.62387 8.27681 14.08272
H 1.97111 6.30366 14.35239
H 0.84155 7.53284 13.55564
H 2.17048 6.76834 12.75784
H 2.23367 8.60293 14.89696
C -3.78512 0.14611 8.71257
O -3.71692 0.77276 7.42387
H -2.93669 -0.48798 8.96985
H -3.92127 0.91566 9.47241
H -4.71571 -0.41936 8.76096
H -2.81506 1.09840 7.37682
C 5.41810 -0.09390 7.53373
C 4.41423 -0.10966 8.74031
C 5.08390 -0.16011 10.13699
O 6.12627 -1.10708 10.20570
C 6.64277 -1.25467 11.46242
N 3.50482 1.03467 8.49158
H 6.07433 -0.95806 7.63710
H 6.09365 0.75443 7.64361
H 4.88735 -0.03380 6.58358
H 3.85406 -1.03900 8.63717
H 4.29961 -0.37469 10.86292
H 5.42540 0.83232 10.43123
H 7.03361 -0.33608 11.90007
H 7.47629 -1.95560 11.41732
H 5.89749 -1.78976 12.05093
H 2.97109 0.83424 7.65787
H 2.79171 0.88755 9.19154
C 3.12092 2.13430 12.37861
C 1.81477 2.82228 11.97080
C 0.72938 1.76645 11.56571
O 1.15885 1.06076 10.39939
C 0.32148 -0.10109 10.08126
N 1.31609 3.47868 13.13728
H 3.62167 1.79305 11.47258
H 2.99930 1.22226 12.96299
H 3.77638 2.79537 12.94559
H 1.97710 3.45843 11.10070
H -0.25139 2.20356 11.37833
H 0.54647 1.07214 12.38583
H 0.77511 -0.61520 9.23391
H -0.67277 0.15560 9.71563
H 0.24624 -0.74231 10.95949
H 0.60294 4.11645 12.81360
H 2.00388 4.04127 13.61744
C -0.16722 -0.70617 6.41231
C 0.37531 0.62409 6.02353
C 0.28468 1.76596 7.06096
O -1.04002 2.02281 7.52166
C -1.13582 3.12334 8.43077
N 1.79557 0.27601 5.73325
H -1.21676 -0.60976 6.69028
H 0.43124 -1.15598 7.20453
H -0.14906 -1.46403 5.62910
H -0.10216 1.05245 5.14226
H 0.64889 2.66367 6.56140
H 0.87054 1.47163 7.93173
H -0.32746 3.20384 9.15752
H -2.06933 3.04023 8.98734
H -1.22752 4.06084 7.88234
H 1.80662 -0.36359 4.95166
H 2.16898 1.06977 5.23264
C 1.79515 -0.34923 19.37969
C 1.55694 -1.46177 18.26943
C 2.78107 -1.71240 17.34074
O 2.98032 -0.66394 16.38419
C 4.11866 -0.82991 15.58814
N 1.11655 -2.65762 18.98897
H 1.50405 0.63481 19.01223
H 2.87014 -0.19716 19.47645
H 1.22058 -0.48287 20.29626
H 0.63302 -1.21127 17.74816
H 2.49219 -2.57648 16.74239
H 3.62798 -2.06921 17.92686
H 4.12071 -0.08547 14.79197
H 4.13067 -1.81051 15.11233
H 5.04745 -0.68947 16.14107
H 0.23144 -2.34229 19.35942
H 0.82074 -3.40408 18.37627
C 5.48472 6.77505 17.67053
C 5.62999 5.61227 16.78226
C 4.31698 5.28364 15.97632
O 4.43342 4.09030 15.26459
C 4.66659 2.92845 16.04124
N 6.75012 5.90260 15.89314
H 5.20596 7.64107 17.07019
H 6.32111 7.12475 18.27571
H 4.67858 6.68026 18.39804
H 5.80374 4.72704 17.39405
H 4.00033 6.01746 15.23513
H 3.38617 5.20876 16.53853
H 5.69256 2.88300 16.40652
H 4.54187 2.06028 15.39407
H 3.92804 2.81627 16.83501
H 6.88445 5.17940 15.20103
H 6.58016 6.70955 15.31000
C 4.44670 -5.16484 15.00206
C 4.36455 -5.71913 13.63246
C 4.10600 -4.58179 12.63934
O 2.82023 -3.96414 12.67259
C 2.90345 -2.54221 12.18929
N 5.66769 -6.32596 13.36665
H 3.45195 -4.76337 15.19540
H 5.19013 -4.37320 15.09542
H 4.60029 -5.97475 15.71519
H 3.59668 -6.46909 13.44261
H 4.23454 -4.98816 11.63613
H 4.90342 -3.83867 12.63966
H 3.45164 -2.42191 11.25489
H 3.35104 -1.93979 12.97976
H 1.86105 -2.22932 12.12914
H 5.78768 -6.62826 12.41044
H 5.81703 -7.09840 14.00001
*
```

Values from the calculation:
- Gap between HOMO and LUMO: 9.271 eV
- LUMO level: 0.3 eV
- Energy relative to the best compared isomer or geometry (same formula, charge and spin): 346.6 kJ/mol
- Total energy: -2891.0044 a.u.
- HOMO energy: -0.3303 Ha